[1]
This record from the OMol25 dataset describes C48H37BrF4N2O3PSiSn as an isolated structure at a distorted geometry. The level of theory is ωB97M-V/def2-TZVPD.

Orbital gap (spin up / spin down): 3.98 / 4.81 eV
E_HOMO (spin up / spin down): -15.247 / -15.327 eV
Relative energy (zero: lowest compared OMol25 entry of this formula, charge and spin): 0.0 kJ/mol
Maximum force: 3.05 eV Å⁻¹
E_LUMO (spin up / spin down): -11.264 / -10.512 eV
Total charge: +3

Each line ends with the Löwdin charge.
CARTESIAN COORDINATES (ANGSTROEM)
Sn -21.610 3.226 -2.102  1.233
Br -20.547 0.300 -4.555  0.859
P -19.013 3.251 -4.451  1.113
Si -22.866 6.269 -1.198  0.465
F -19.637 0.619 -9.624  0.159
F -21.173 -0.112 -7.463  0.064
F -16.997 3.383 -6.833  0.102
F -17.439 2.184 -9.251  0.191
O -22.315 4.794 -0.887  -0.471
O -19.640 -1.371 2.751  -0.055
O -25.163 -0.868 2.301  -0.101
N -20.591 2.194 -0.443  -0.061
N -23.170 1.719 -1.440  -0.044
C -26.243 7.421 1.727  0.043
C -19.304 1.028 -8.386  -0.087
C -20.208 7.479 -0.783  -0.094
C -23.971 5.406 -3.672  -0.143
C -17.318 3.426 -3.801  -0.347
C -18.246 5.690 -5.462  -0.091
C -16.487 2.309 -3.845  -0.052
C -24.504 5.551 -4.977  -0.072
C -22.120 8.950 -0.620  -0.120
C -19.980 9.680 0.173  -0.046
C -24.463 1.477 -1.867  -0.061
C -19.606 0.735 1.795  -0.125
C -19.338 4.865 -5.174  -0.359
C -14.970 3.459 -2.358  -0.025
C -23.668 0.426 0.596  0.070
C -21.341 9.904 -0.050  -0.071
C -17.983 2.462 -6.957  -0.150
C -24.941 7.454 2.226  0.010
C -23.549 6.516 -2.931  -0.254
C -23.910 7.035 1.402  -0.009
C -21.582 7.667 -0.897  -0.215
C -20.054 0.677 -7.266  -0.206
C -24.933 0.186 0.113  -0.117
C -23.687 7.767 -3.523  -0.082
C -18.437 6.963 -5.953  -0.043
C -26.515 6.839 0.509  -0.004
C -18.235 1.918 -8.252  -0.116
C -19.697 7.417 -6.192  -0.039
C -20.631 5.281 -5.536  -0.069
C -18.846 2.193 -5.894  -0.338
C -24.826 6.834 -5.435  -0.056
C -19.392 8.491 -0.270  -0.062
C -17.039 4.503 -2.898  -0.093
C -19.315 2.402 0.081  -0.063
C -24.178 6.585 0.127  -0.132
C -22.758 1.148 -0.230  -0.161
C -25.484 6.396 -0.271  -0.036
C -15.306 2.318 -3.076  -0.021
C -19.159 -0.063 2.993  -0.188
C -24.349 7.952 -4.742  -0.051
C -25.892 -0.626 1.067  -0.134
C -25.334 0.708 -1.110  0.016
C -15.817 4.552 -2.316  -0.064
C -18.801 1.749 1.193  0.037
C -20.875 0.494 1.268  0.069
C -20.802 6.586 -6.008  -0.041
C -21.385 1.262 0.223  -0.182
C -19.767 1.145 -6.006  -0.647
H -23.327 0.119 1.585  0.121
H -19.094 -2.058 3.163  0.119
H -23.257 8.687 -3.043  0.115
H -26.191 -1.569 0.606  0.132
H -14.044 3.473 -1.814  0.124
H -27.060 7.781 2.370  0.152
H -16.708 1.437 -4.472  0.124
H -21.774 6.968 -6.259  0.102
H -21.516 -0.302 1.699  0.143
H -22.883 7.078 1.750  0.138
H -25.823 5.947 -1.222  0.137
H -15.555 5.435 -1.721  0.131
H -19.657 0.310 3.934  0.155
H -21.760 10.824 0.277  0.109
H -19.349 10.421 0.681  0.123
H -23.964 4.389 -3.211  0.055
H -17.741 5.343 -2.828  0.114
H -27.537 6.735 0.146  0.141
H -24.397 8.964 -5.070  0.107
H -23.135 9.237 -0.852  0.107
H -24.856 4.654 -5.504  0.114
H -19.737 6.557 -1.021  0.074
H -19.904 8.440 -6.576  0.140
H -26.817 -0.020 1.348  0.153
H -24.776 1.878 -2.843  0.132
H -17.565 7.542 -6.155  0.120
H -14.674 1.440 -2.958  0.126
H -18.647 3.141 -0.383  0.120
H -18.018 -0.018 3.100  0.157
H -26.314 0.522 -1.530  0.136
H -24.703 7.720 3.260  0.139
H -21.486 4.623 -5.385  0.093
H -18.314 8.317 -0.188  0.112
H -17.792 1.911 1.610  0.140
H -25.693 -1.404 2.952  0.135
H -25.487 6.892 -6.306  0.122
H -17.282 5.200 -5.539  0.105

[2]
This record from the OMol25 dataset describes a 4-piece molecular cluster, C14H26BBr2F6N3O5S overall at a distorted geometry. The level of theory is ωB97M-V/def2-TZVPD.

SMILES: O=S(=O)(BCC[C@@](F)(Br)C(F)(F)Br)C(F)(F)F.CN(C)C=O.CN(C)C=O.CN(C)C=O
Orbital gap: 8.14 eV
E_HOMO: -8.814 eV
Relative energy (zero: lowest compared OMol25 entry of this formula, charge and spin): 0.0 kJ/mol
Maximum force: 1.45 eV Å⁻¹
E_LUMO: -0.678 eV

Each line ends with the Löwdin charge.
CARTESIAN COORDINATES (ANGSTROEM)
Br -6.861 1.787 -3.351  0.807
Br -6.310 3.660 -0.360  0.842
S -0.609 2.432 -0.731  0.727
F -0.696 2.779 -3.346  0.140
F -4.031 4.182 -1.704  0.071
F -4.292 2.518 -3.715  0.025
F 1.307 2.795 -2.438  0.143
F 0.224 0.901 -2.715  0.137
F -5.853 4.578 -2.833  0.028
O -3.329 2.158 2.352  -0.019
O -0.822 3.851 -0.582  -0.278
O 3.030 -3.558 1.045  -0.006
O 6.246 -4.708 -0.503  0.001
O 0.298 1.800 0.191  -0.287
N 5.367 -6.793 -0.550  -0.194
N 3.530 -1.473 0.312  -0.193
N -3.308 4.093 3.514  -0.189
C -1.851 4.115 3.537  -0.022
C -4.568 1.245 -1.726  -0.204
C 0.100 2.207 -2.431  -0.658
C -5.261 3.710 -1.989  -0.926
C 6.380 -5.915 -0.554  -0.353
C -3.039 1.028 -1.854  -0.130
C -5.098 2.326 -2.653  -0.816
C 3.833 -2.747 0.614  -0.344
C 2.168 -1.005 0.511  -0.040
C -4.046 5.168 4.147  -0.054
C 4.523 -0.556 -0.207  -0.054
C -3.919 3.077 2.896  -0.348
C 4.002 -6.282 -0.488  -0.032
C 5.587 -8.223 -0.604  -0.062
B -2.291 1.620 -0.627  -0.088
H -3.809 5.214 5.212  0.090
H 7.372 -6.396 -0.606  0.131
H 4.226 -0.192 -1.193  0.087
H -1.515 4.999 4.070  0.087
H 5.480 -1.065 -0.296  0.085
H -5.115 4.999 4.035  0.082
H 2.090 0.038 0.221  0.061
H 5.171 -8.705 0.282  0.089
H 1.477 -1.601 -0.087  0.092
H -5.018 3.148 2.913  0.127
H 3.308 -7.118 -0.493  0.086
H 3.852 -5.686 0.411  0.073
H -4.808 1.468 -0.698  0.070
H 3.804 -5.641 -1.347  0.096
H 4.638 0.299 0.462  0.089
H -3.792 6.124 3.687  0.091
H 1.884 -1.111 1.559  0.095
H 6.654 -8.431 -0.646  0.080
H 5.112 -8.647 -1.491  0.088
H -5.074 0.324 -1.960  0.092
H -1.471 3.223 4.034  0.096
H -2.790 1.572 0.439  0.065
H -2.646 1.339 -2.812  0.089
H 4.885 -3.007 0.423  0.113
H -1.458 4.131 2.521  0.089
H -2.865 -0.046 -1.796  0.131

[3]
This record from the OMol25 dataset describes a 15-piece molecular cluster, C4H28BO22 overall at a distorted geometry. The level of theory is ωB97M-V/def2-TZVPD.

Orbital gap: 9.64 eV
E_HOMO: -7.841 eV
Relative energy (zero: lowest compared OMol25 entry of this formula, charge and spin): 334.9 kJ/mol
Maximum force: 9.10 eV Å⁻¹
E_LUMO: 1.798 eV
Total charge: -1

Each line ends with the Löwdin charge.
CARTESIAN COORDINATES (ANGSTROEM)
O 19.609 -2.240 7.400  0.115
O 16.992 -6.797 -0.140  -0.053
O 19.744 -1.716 4.085  0.330
O 20.185 -4.059 3.485  0.338
O 19.772 2.749 4.764  -0.024
O 17.960 -3.225 3.471  0.230
O 20.074 -0.120 5.454  0.133
O 15.974 -1.898 4.659  -0.059
O 17.451 0.844 4.526  -0.035
O 18.358 -0.083 8.914  -0.048
O 14.169 -5.299 1.520  -0.038
O 15.784 -4.300 -0.615  -0.077
O 18.951 -8.136 1.287  -0.031
O 17.217 -4.609 1.930  0.109
O 19.167 -3.360 5.616  0.289
O 15.738 -5.686 4.153  -0.048
O 17.817 -3.808 8.605  -0.048
O 18.352 -5.791 6.213  -0.041
O 18.941 -3.953 -1.028  -0.027
O 15.805 -2.233 1.423  -0.054
O 20.981 -0.324 1.054  -0.026
O 19.987 -5.177 1.588  0.134
C 19.960 -1.322 5.207  -0.444
C 19.520 -4.507 2.515  -0.407
C 19.506 -2.331 6.187  -0.428
C 18.145 -4.132 2.622  -0.421
B 19.346 -3.108 4.157  -0.758
H 16.245 -5.069 -0.328  -0.050
H 17.244 0.540 5.408  0.024
H 20.142 -0.651 1.344  0.016
H 14.310 -6.252 1.425  0.041
H 16.397 -2.898 1.749  -0.038
H 16.546 -5.163 4.335  0.020
H 18.792 -7.830 2.188  0.055
H 18.228 1.387 4.562  -0.027
H 17.033 -3.872 8.014  0.066
H 18.362 -3.139 8.255  -0.056
H 19.602 -3.748 -0.371  0.009
H 21.543 -0.734 1.685  0.010
H 17.846 -6.766 0.283  -0.004
H 18.567 -5.039 6.746  -0.013
H 15.761 -2.339 0.447  0.040
H 17.929 -6.388 6.843  0.051
H 14.933 -4.832 1.314  -0.060
H 19.554 -7.477 1.014  0.002
H 19.034 3.078 5.310  0.063
H 19.209 -0.475 8.767  0.005
H 19.040 -3.278 -1.678  0.021
H 17.119 -7.600 -0.680  0.067
H 17.825 -0.477 8.230  0.014
H 15.237 -2.435 4.392  0.029
H 20.324 2.316 5.339  -0.023
H 16.683 -1.921 3.968  0.033
H 15.981 -6.393 3.568  0.015
H 15.093 -4.857 -1.061  0.077

[4]
This record from the OMol25 dataset describes C7H19N2O2P as an isolated structure at a distorted geometry. The level of theory is ωB97M-V/def2-TZVPD.

Orbital gap: 8.17 eV
E_HOMO: -8.451 eV
Relative energy (zero: lowest compared OMol25 entry of this formula, charge and spin): 314.9 kJ/mol
Maximum force: 5.87 eV Å⁻¹
E_LUMO: -0.282 eV

Each line ends with the Löwdin charge.
CARTESIAN COORDINATES (ANGSTROEM)
P -1.384 1.024 -0.108  0.927
O 3.583 0.653 -0.444  -0.182
O 0.938 1.010 0.122  -0.121
N -1.484 0.583 -1.619  -0.380
N -2.261 -1.930 1.089  -0.036
C -1.123 -2.564 1.797  -0.386
C -1.516 -2.978 3.157  -0.146
C 3.236 1.267 -1.611  -0.160
C -1.533 1.308 -2.780  -0.296
C 1.581 0.027 0.543  -0.157
C -1.348 2.871 -0.191  -0.334
C 2.802 -0.506 -0.167  -0.141
H -0.888 0.835 -3.501  0.061
H -0.346 -1.721 1.629  0.093
H -1.094 2.324 -2.701  0.058
H -2.139 3.226 -0.758  -0.011
H -1.529 -2.095 3.883  0.089
H 2.404 1.880 -1.551  0.042
H -2.503 1.531 -3.202  0.075
H 1.378 -0.420 1.545  0.120
H -0.873 -3.501 1.343  0.092
H -1.382 3.398 0.785  0.030
H -0.326 3.264 -0.579  0.067
H 2.605 -0.881 -1.131  0.103
H -2.480 -3.572 3.052  0.097
H -2.064 -1.768 0.188  -0.039
H 4.127 1.933 -1.896  0.117
H 3.487 -1.118 0.571  0.172
H -2.249 -0.989 1.581  0.036
H -0.712 -3.692 3.518  0.080
H 3.091 0.603 -2.566  0.128

[5]
This record from the OMol25 dataset describes C7H7NO2 as an isolated structure at a distorted geometry. The level of theory is ωB97M-V/def2-TZVPD.

Orbital gap: 9.54 eV
E_HOMO: -8.901 eV
Relative energy (zero: lowest compared OMol25 entry of this formula, charge and spin): 325.2 kJ/mol
Maximum force: 10.49 eV Å⁻¹
E_LUMO: 0.639 eV

Each line ends with the Löwdin charge.
CARTESIAN COORDINATES (ANGSTROEM)
O -1.320 -0.671 -0.175  0.062
O -2.248 1.228 0.622  -0.002
N -3.460 -0.511 -0.235  0.203
C 1.075 -1.240 0.074  -0.064
C 2.675 0.328 -0.005  -0.156
C 0.000 -0.239 -0.078  -0.210
C 1.831 1.284 -0.196  -0.143
C -2.394 0.107 0.029  -0.658
C 0.420 1.052 -0.253  -0.011
C 2.337 -1.034 0.192  -0.143
H 3.990 0.596 -0.018  0.186
H -4.268 0.228 0.243  0.261
H 1.995 2.394 -0.361  0.131
H 0.535 -2.320 0.395  0.173
H -0.461 1.823 -0.451  0.156
H -3.544 -1.353 -0.697  0.094
H 2.838 -1.671 0.913  0.119

[6]
This record from the OMol25 dataset describes an isolated ion of composition C7H12N2O2 and charge -2 at a distorted geometry. The level of theory is ωB97M-V/def2-TZVPD.

SMILES: C/C(CCCC/C=N/[O-])=N/[O-]
Orbital gap: 5.38 eV
E_HOMO: 1.116 eV
Relative energy (zero: lowest compared OMol25 entry of this formula, charge and spin): 235.0 kJ/mol
Maximum force: 3.07 eV Å⁻¹
E_LUMO: 6.499 eV
Total charge: -2

Each line ends with the Löwdin charge.
CARTESIAN COORDINATES (ANGSTROEM)
O 3.612 0.789 -0.569  -0.420
O 0.518 -2.409 1.811  -0.391
N 2.675 0.294 0.241  -0.178
N 1.135 -2.193 0.649  -0.142
C -0.765 1.145 1.133  -0.230
C -0.983 0.457 -0.230  -0.275
C -0.969 -1.108 -0.191  -0.191
C 0.703 0.872 1.696  -0.219
C 0.964 -1.514 -1.738  -0.113
C 1.745 1.109 0.596  -0.291
C 0.453 -1.700 -0.314  -0.456
H -1.672 -1.258 -1.076  0.088
H 0.901 -0.347 -2.064  0.094
H -1.554 0.782 1.901  0.106
H 0.814 1.683 2.322  0.030
H -2.003 0.623 -0.579  0.066
H -0.144 0.766 -0.934  0.088
H 0.795 -0.108 2.242  0.093
H -0.707 2.339 0.884  0.118
H 0.364 -2.136 -2.414  0.037
H 1.645 2.108 0.270  0.058
H 2.012 -1.690 -1.857  0.034
H -1.284 -1.555 0.810  0.093